This record from the OMol25 dataset describes a 2-piece molecular cluster, C11H19NOSi overall. The level of theory is ωB97M-V/def2-TZVPD.

```
33
Properties=species:S:1:pos:R:3:lowdin_charge:R:1
C 2.868 1.854 1.410 0.124
C 2.386 1.290 0.465 -0.154
C 1.866 0.633 -0.668 -0.132
C 0.610 0.785 -1.082 -0.054
C -0.006 0.095 -2.271 -0.602
C -0.324 -1.358 -1.889 -0.045
C 0.939 0.108 -3.478 -0.051
C -1.308 0.809 -2.645 -0.059
H 3.268 2.336 2.252 0.022
H 2.569 -0.007 -1.184 0.118
H -0.049 1.430 -0.516 0.119
H -0.973 -1.389 -1.018 0.062
H 0.588 -1.900 -1.651 0.083
H -0.821 -1.860 -2.717 0.086
H 1.841 -0.463 -3.276 0.076
H 0.446 -0.334 -4.341 0.084
H 1.226 1.128 -3.728 0.089
H -1.777 0.318 -3.495 0.083
H -1.114 1.846 -2.912 0.086
H -2.008 0.792 -1.812 0.077
C -2.066 -1.406 3.590 -0.208
Si -1.219 -0.391 2.228 0.520
C -0.485 1.215 2.921 -0.192
N 0.033 -1.384 1.564 0.055
C 1.147 -1.703 1.312 -0.430
O 2.201 -2.088 1.032 0.152
H -1.338 -1.828 4.278 0.026
H -2.747 -0.787 4.170 0.020
H -2.643 -2.229 3.176 0.020
H -2.115 -0.154 1.090 -0.019
H -1.256 1.964 3.081 0.023
H 0.010 1.045 3.874 0.030
H 0.252 1.632 2.240 -0.011
```

The lowest unoccupied orbital energy is 0.028 Eh. The SMILES is C#C/C=C/C(C)(C)C.C[SiH](C)N=C=O. The spin multiplicity is 1. Its energy above the lowest of the compared OMol25 structures with the same formula, charge and spin is 122.77 kJ/mol. The gap between HOMO and LUMO comes out at 9.7255 eV.